[1]
Entry from the Open Molecules 2025 dataset: C37H43FN6O5Re as an isolated structure (ωB97M-V/def2-TZVPD).

```
93
Properties=species:S:1:pos:R:3:lowdin_charge:R:1
Re -0.011 -0.236 0.655 1.7381
C 0.754 -3.112 0.242 -0.0540
N 0.779 -2.149 1.389 -0.3126
C -0.065 -2.758 2.462 -0.1616
C -0.507 -1.911 3.659 -0.1306
C -1.306 -0.622 3.356 -0.1720
N -1.594 -0.482 1.924 -0.1402
C -2.841 -0.462 1.537 -0.0294
C -3.313 -0.501 0.206 -0.1369
C -4.691 -0.280 -0.032 -0.0236
C -5.220 -0.429 -1.279 -0.0691
C -4.381 -0.850 -2.329 -0.0438
C -3.048 -1.100 -2.126 0.0061
C -2.469 -0.907 -0.860 -0.3078
O -1.198 -1.173 -0.687 -0.2007
C 2.220 -2.028 1.756 -0.1729
C 2.583 -1.184 2.965 -0.1333
C 1.998 0.232 3.076 -0.1636
N 1.365 0.787 1.868 -0.1023
C 1.808 1.947 1.485 -0.0555
C 1.248 2.826 0.511 -0.1380
C 1.941 4.024 0.230 -0.0254
C 1.389 4.993 -0.559 -0.0652
C 0.089 4.807 -1.061 -0.0449
C -0.613 3.660 -0.792 -0.0070
C -0.033 2.629 -0.039 -0.3141
O -0.739 1.520 0.155 -0.1737
H 1.095 -4.091 0.584 0.1104
H 1.422 -2.759 -0.541 0.0805
H -0.252 -3.193 -0.157 0.0851
H 0.468 -3.629 2.852 0.1388
H -0.961 -3.125 1.962 0.1259
H 0.331 -1.674 4.310 0.0910
H -1.148 -2.585 4.229 0.1239
H -0.744 0.257 3.662 0.1000
H -2.232 -0.621 3.929 0.1198
H -3.605 -0.450 2.314 0.1455
H -5.323 0.020 0.797 0.1225
H -6.269 -0.239 -1.458 0.1111
H -4.802 -0.989 -3.318 0.1139
H -2.398 -1.428 -2.928 0.1228
H 2.722 -1.637 0.872 0.1050
H 2.607 -3.035 1.931 0.1365
H 3.670 -1.108 2.924 0.1254
H 2.356 -1.719 3.886 0.1070
H 2.789 0.907 3.397 0.1190
H 1.250 0.253 3.866 0.0967
H 2.679 2.342 2.005 0.1382
H 2.927 4.168 0.661 0.1206
H 1.934 5.902 -0.775 0.1102
H -0.367 5.581 -1.664 0.1134
H -1.612 3.494 -1.173 0.1284
C 3.634 -1.498 -6.882 -0.0578
C 3.859 -0.149 -6.212 -0.1836
N 2.771 0.216 -5.294 -0.0295
C 2.847 -0.191 -4.009 0.0322
C 1.954 0.103 -3.028 -0.0095
C 2.240 -0.541 -1.702 -0.5181
O 3.117 -1.386 -1.630 0.0656
O 1.532 -0.206 -0.652 -0.1759
C 0.835 0.987 -3.324 -0.2839
O 0.042 1.444 -2.516 0.0706
C 0.697 1.308 -4.775 -0.0393
C -0.422 2.024 -5.192 0.0883
C -0.594 2.328 -6.514 -0.1928
F -1.659 3.075 -6.880 0.0687
C 0.310 1.903 -7.490 -0.1530
C 1.424 1.195 -7.074 0.0618
C 1.646 0.911 -5.723 -0.1208
N 0.143 2.144 -8.888 -0.0913
C -1.205 2.281 -9.421 -0.1485
C -1.176 2.020 -10.917 -0.0786
N -0.249 3.023 -11.553 0.0660
C 1.136 2.906 -10.977 -0.0827
C 1.056 3.117 -9.475 -0.1356
H 4.454 -1.718 -7.567 0.0848
H 2.698 -1.511 -7.445 0.0738
H 3.593 -2.292 -6.135 0.0839
H 3.970 0.644 -6.947 0.1122
H 4.777 -0.166 -5.630 0.1270
H 3.705 -0.802 -3.755 0.1506
H -1.135 2.355 -4.446 0.1421
H 2.105 0.835 -7.835 0.1168
H -1.636 3.275 -9.240 0.1325
H -1.857 1.547 -8.956 0.1477
H -2.164 2.130 -11.359 0.1422
H -0.785 1.029 -11.136 0.1426
H -0.606 3.959 -11.356 0.1826
H -0.231 2.913 -12.566 0.1872
H 1.777 3.644 -11.453 0.1417
H 1.495 1.906 -11.204 0.1421
H 0.739 4.152 -9.264 0.1440
H 2.051 2.990 -9.058 0.1361
```

Multiplicity   2
Energy   -2318.193704 Ha
Frontier orbital gap (alpha / beta)   6.28 / 6.44 eV
Charge   +2

---

[2]
Entry from the Open Molecules 2025 dataset: a 2-piece molecular cluster, C4H6N2 overall (ωB97M-V/def2-TZVPD).

```
12
Properties=species:S:1:pos:R:3:lowdin_charge:R:1
N -1.721 -0.080 -1.159 0.1302
C -1.521 0.579 -0.140 -0.2993
C -1.343 1.192 1.002 -0.0040
N 1.316 -0.884 1.048 0.1028
C 1.720 -0.313 -0.304 -0.1715
C 0.918 -1.474 0.017 -0.1832
H -1.947 2.053 1.262 0.0549
H -0.579 0.829 1.683 0.0475
H 2.766 -0.420 -0.590 0.0742
H 1.249 0.631 -0.586 0.0651
H -1.181 0.223 -1.970 0.0743
H 0.326 -2.337 -0.262 0.1090
```

Energy   -265.393160 Ha
Frontier orbital gap   10.28 eV

---

[3]
Entry from the Open Molecules 2025 dataset: one molecule with the formula C2H2N4 (ωB97M-V/def2-TZVPD).

```
8
Properties=species:S:1:pos:R:3:lowdin_charge:R:1
C -0.808 0.818 0.658 -0.1087
C -0.439 0.289 1.803 -0.1755
N -0.621 1.224 -0.464 0.0421
N 0.264 0.801 -1.488 -0.1065
N -0.653 -0.185 2.925 0.1070
N 1.057 1.497 -2.146 0.0636
H 0.030 -0.937 3.312 0.1127
H 1.236 0.735 -2.832 0.0653
```

Energy   -296.231387 Ha
Frontier orbital gap   7.59 eV

---

[4]
Entry from the Open Molecules 2025 dataset: C49H79NO31 as an isolated structure (ωB97M-V/def2-TZVPD).

```
160
Properties=species:S:1:pos:R:3:lowdin_charge:R:1
C 0.238 2.445 0.743 -0.0532
C -0.985 2.666 1.628 -0.1920
C -0.986 3.908 2.479 -0.0568
O -2.303 4.281 2.436 0.1059
C -2.953 3.725 1.457 -0.6120
O -4.082 3.915 1.155 0.1374
O -2.152 2.876 0.801 0.0008
H 0.546 3.386 0.287 0.0714
H 0.203 1.698 -0.049 0.0878
H 1.033 2.090 1.399 0.0985
H -1.157 1.789 2.252 0.1056
H -0.546 4.774 1.986 0.1554
H -0.578 3.856 3.489 0.1555
C 1.153 -1.373 3.955 -0.0475
C 0.643 -0.100 4.667 -0.1750
C -0.680 -0.327 5.556 -0.0959
O -0.331 0.137 6.795 0.0727
C 1.029 0.369 6.884 -0.4517
O 1.635 0.761 7.886 0.1168
O 1.657 0.127 5.679 0.0666
H 2.180 -1.392 3.588 0.0777
H 0.436 -1.451 3.138 0.0229
H 1.045 -2.256 4.584 0.1046
H 0.633 0.807 4.063 0.1448
H -0.877 -1.396 5.645 0.1228
H -1.467 0.121 4.951 0.0094
C 3.039 -0.386 -2.778 -0.0952
C 1.602 -0.791 -2.442 -0.2117
C 0.708 -1.072 -3.567 -0.0804
O 0.008 -2.213 -3.113 -0.0284
C 0.636 -2.815 -2.146 -0.4414
O 0.194 -3.817 -1.631 0.1288
O 1.658 -2.026 -1.713 -0.0097
H 3.623 -0.114 -1.898 0.0809
H 3.077 0.498 -3.414 -0.0085
H 3.537 -1.192 -3.316 0.1375
H 1.138 0.027 -1.890 0.1432
H 1.257 -1.134 -4.506 0.1625
H 0.007 -0.238 -3.585 -0.0334
C -3.744 -4.608 -1.831 -0.0055
C -3.077 -3.748 -2.996 -0.1960
C -1.768 -3.138 -2.607 -0.1424
O -0.985 -3.206 -3.810 0.0090
C -1.531 -4.102 -4.650 -0.4708
O -0.918 -4.585 -5.607 0.1043
O -2.682 -4.565 -4.113 0.0855
H -4.395 -3.924 -1.287 0.0801
H -3.067 -4.961 -1.052 -0.0165
H -4.375 -5.447 -2.124 0.0777
H -3.787 -3.051 -3.441 0.1487
H -1.265 -3.603 -1.759 0.0634
H -1.976 -2.083 -2.430 0.0882
C -4.997 2.037 2.986 0.0343
C -3.573 1.771 3.544 -0.2473
C -3.494 0.668 4.554 -0.0731
O -2.428 -0.035 4.118 0.0217
C -1.924 0.392 2.970 -0.4713
O -0.974 -0.085 2.356 0.0119
O -2.718 1.317 2.505 0.0769
H -5.014 2.870 2.283 0.0610
H -5.640 2.258 3.838 0.1005
H -5.370 1.101 2.570 0.0983
H -3.176 2.654 4.045 0.1666
H -4.377 0.035 4.469 0.1579
H -3.347 1.083 5.552 0.1699
C 4.243 -0.304 2.750 0.0214
C 3.968 0.898 1.846 -0.2546
C 2.577 1.264 1.508 -0.1762
O 2.608 2.653 1.632 0.0148
C 3.699 3.080 2.364 -0.4680
O 3.936 4.257 2.680 0.1126
O 4.492 2.043 2.523 0.1219
H 3.868 -0.155 3.763 0.0970
H 5.324 -0.395 2.851 0.1003
H 3.876 -1.297 2.490 0.0666
H 4.519 0.841 0.907 0.1543
H 1.936 0.860 2.291 0.1448
H 2.305 0.757 0.582 -0.0797
C -3.057 3.091 -1.551 0.0477
C -2.561 1.675 -1.226 -0.2807
C -3.552 0.593 -1.255 -0.0213
O -3.004 -0.348 -2.210 0.0307
C -1.844 0.145 -2.741 -0.3679
O -1.089 -0.464 -3.472 0.1314
O -1.685 1.392 -2.291 0.0683
H -2.247 3.812 -1.655 0.1036
H -3.535 3.425 -0.630 0.0679
H -3.665 3.067 -2.455 0.1204
H -1.906 1.502 -0.372 0.1268
H -4.488 1.009 -1.626 0.1528
H -3.616 0.105 -0.282 0.1430
C -1.023 -2.751 3.833 -0.0209
C -0.804 -3.862 2.782 -0.2268
C -1.362 -5.258 2.829 -0.0499
O -1.863 -5.525 1.526 0.1434
C -1.819 -4.421 0.794 -0.3593
O -2.261 -4.256 -0.351 0.0056
O -1.188 -3.400 1.495 -0.0251
H -0.135 -2.395 4.356 0.0100
H -1.585 -3.131 4.686 0.1103
H -1.510 -1.854 3.450 0.0917
H 0.279 -3.986 2.775 0.1448
H -2.181 -5.303 3.547 0.1372
H -0.682 -6.054 3.132 0.1495
C 3.448 -1.243 -0.372 0.0354
C 2.346 -2.145 0.177 -0.3339
C 2.634 -3.665 -0.029 -0.0993
O 2.989 -4.049 1.167 0.1555
C 2.595 -3.183 2.077 -0.4815
O 2.644 -3.351 3.317 0.0934
O 2.377 -1.992 1.506 -0.0304
H 3.737 -1.682 -1.327 0.0990
H 4.239 -1.152 0.371 0.1166
H 3.121 -0.214 -0.529 0.0687
H 1.420 -1.817 -0.295 0.1082
H 3.371 -3.746 -0.828 0.1546
H 1.772 -4.206 -0.419 0.1287
C -1.737 -1.840 -0.510 0.0299
C -1.025 -0.755 0.371 -0.1112
C 0.023 -1.432 1.277 -0.1015
O 1.185 -0.656 1.120 0.0069
C 1.088 0.158 0.095 -0.5277
O 1.900 0.855 -0.428 -0.0229
O -0.117 -0.073 -0.519 0.0737
H -0.972 -2.404 -1.043 0.0718
H -2.485 -1.487 -1.220 0.0691
H -2.098 -2.604 0.179 0.0950
H -1.681 -0.061 0.898 0.1326
H 0.225 -2.472 1.023 0.1525
H -0.279 -1.519 2.320 0.0566
C 1.309 2.724 -0.953 -0.0739
C 1.622 3.043 -2.462 -0.3525
C 2.770 2.067 -2.727 -0.1586
C 3.298 1.925 -4.149 -0.1529
C 2.046 1.475 -4.918 -0.0679
C 0.727 2.374 -4.739 -0.4296
N 0.486 2.687 -3.336 -0.1504
O -0.605 3.317 -3.021 0.0001
C 0.815 3.664 -5.561 -0.0330
C -0.448 1.564 -5.248 -0.0116
C 2.030 4.526 -2.614 -0.0020
H 0.487 3.323 -0.560 0.0613
H 2.035 3.019 -0.196 0.1380
H 1.072 1.668 -0.823 0.0044
H 3.527 2.510 -2.080 0.1459
H 2.668 1.088 -2.259 0.0467
H 4.009 1.101 -4.208 0.1197
H 3.763 2.876 -4.408 0.1260
H 1.739 0.477 -4.606 0.0732
H 2.365 1.454 -5.960 0.1297
H 0.019 4.371 -5.326 0.0848
H 1.778 4.173 -5.582 0.0732
H 0.612 3.514 -6.622 0.0781
H -1.360 2.035 -5.612 0.0977
H -0.131 0.995 -6.122 0.1035
H -0.852 0.853 -4.527 0.0535
H 2.557 4.893 -1.733 0.0835
H 1.227 5.252 -2.741 0.0820
H 2.641 4.623 -3.511 0.0634
H -1.113 2.624 -2.591 -0.0098
```

Energy   -4299.572022 Ha
Frontier orbital gap   7.12 eV

---

What are the ΔE to the lowest compared entry with this formula, charge and spin values for these records? In order: 0.0, 89.4, 121.4, 1378.1 kcal per mole.